1.
Here is the ion C5H8ClN2O2 with charge +1 from the Open Molecules 2025 dataset. Energies are from ωB97M-V with the def2-TZVPD basis set.

ΔE to the lowest compared entry with this formula, charge and spin   0.0 kcal per mole
SMILES string   C=[NH+]/C(Cl)=[NH+]\C=C(/[O-])OC
Net charge   +1
Orbital gap (spin up / spin down)   7.238 / 7.106 eV
Spin multiplicity   1
HOMO (spin up / spin down)   -12.50 / -12.44 eV
Lowest unoccupied orbital energy (spin up / spin down)   -5.26 / -5.33 eV

Positions of all 18 atoms, in Å:
C: -0.241215 -1.007659 2.573343
N: -0.247389 0.289245 2.504382
C: -0.700930 1.180419 1.573416
Cl: -1.237362 2.686462 2.307505
N: -0.871455 1.151813 0.240243
C: -0.348011 0.516963 -0.807821
C: 0.839616 -0.339452 -0.690959
O: 1.313170 -0.495074 0.425558
O: 1.382180 -0.896214 -1.747892
C: 0.770026 -0.866914 -3.027063
H: -0.577860 -1.610809 1.745360
H: 0.180370 -1.488499 3.439901
H: 0.067238 0.783343 3.346114
H: -1.503239 1.910967 -0.028750
H: -0.732789 0.822994 -1.766998
H: -0.284967 -1.140891 -2.970705
H: 1.308074 -1.607413 -3.616735
H: 0.884540 0.110720 -3.498899

Forces on atoms 1 to 3 (eV/Å):
C 0.36 -0.04 -0.92
N 0.01 -0.25 0.67
C -0.37 1.35 -0.03

---

2.
Here is a structure of composition C19H19F4IrN4 from the Open Molecules 2025 dataset. Energies are from ωB97M-V with the def2-TZVPD basis set.

Net charge   +3
Orbital gap (spin up / spin down)   5.811 / 5.819 eV
Spin multiplicity   2
HOMO (spin up / spin down)   -18.35 / -18.35 eV
Lowest unoccupied orbital energy (spin up / spin down)   -12.54 / -12.53 eV

Positions of all 47 atoms, in Å:
Ir: 0.827190 -0.652669 -0.266518
C: 3.647706 -0.955452 -0.503654
N: 2.728166 -0.128195 0.341058
C: 2.900053 1.330096 0.056276
C: 2.867509 -0.464676 1.786401
C: 1.606504 -0.123539 2.500101
N: 0.512063 -0.687362 1.682633
C: -0.636072 -1.137613 2.216962
C: -1.527023 -1.989918 1.479803
F: -1.228065 -2.305490 0.205951
C: -2.631843 -2.533383 2.041801
F: -3.377798 -3.355749 1.337511
C: -2.989087 -2.216626 3.361316
C: -2.206726 -1.332220 4.084342
F: -2.558729 -0.970726 5.296395
C: -1.058439 -0.809499 3.549985
F: -0.359491 0.059641 4.250275
H: 4.673845 -0.846754 -0.146298
H: 3.608634 -0.617537 -1.535498
H: 3.384557 -2.011002 -0.427956
H: 3.943634 1.612959 0.204700
H: 2.283683 1.920740 0.728776
H: 2.630541 1.540617 -0.973159
H: 3.716309 0.060631 2.224966
H: 3.058190 -1.535448 1.862992
H: 1.476271 0.955019 2.610869
H: 1.641577 -0.535089 3.503703
H: -3.874010 -2.655743 3.809163
N: 0.265239 -1.195511 -2.336102
C: -0.402887 -0.071037 -2.936875
C: -0.479776 0.146079 -4.292885
C: -1.261192 1.198461 -4.777524
C: -1.931610 2.033622 -3.897908
C: -1.791505 1.864534 -2.497888
C: -2.379506 2.719210 -1.549162
C: -2.138037 2.516093 -0.203469
C: -1.260823 1.513351 0.185280
N: -0.695858 0.675692 -0.697264
C: -0.991137 0.815849 -2.029443
H: 0.914635 -1.638161 -2.982742
H: -0.412778 -1.916028 -2.060174
H: 0.016905 -0.524424 -4.987163
H: -1.362844 1.341866 -5.845653
H: -2.553761 2.836419 -4.275497
H: -2.996568 3.549628 -1.875784
H: -2.599119 3.138953 0.550975
H: -0.998532 1.380388 1.226379

Forces on atoms 1 to 3 (eV/Å):
Ir -1.60 -0.83 -0.35
C -0.04 0.11 0.04
N -0.79 0.76 -1.06

---

no.,largest force on an atom (eV Å⁻¹),E_tot (Ha)
1,1.4,-915.16247
2,1.8,-1457.12169